The following is a quantum chemistry calculation of an isolated molecule of C3H6N4 in a non-equilibrium geometry, from OMol25.

The molar mass comes out at 98.11 g mol⁻¹. Its SMILES is CN1C=NN=CN1. The calculation puts the gap between HOMO and LUMO at 8.473 eV. The value obtained for the LUMO energy is 0.70 eV.

Structure (XYZ):
```
13
Properties=species:S:1:pos:R:3:forces:R:3
C -1.7619 -0.1361 0.0601 -0.92 1.03 0.30
N -0.3584 -0.1114 -0.2224 0.92 -0.67 -1.48
C 0.3673 -1.2943 -0.0600 -1.60 1.83 0.44
N 1.5902 -1.4133 0.1335 1.40 -0.71 -0.32
N 2.3904 -0.2581 -0.0695 -1.53 3.27 0.45
C 1.7314 0.8909 -0.0023 2.72 -1.50 -0.22
N 0.3669 1.0446 0.1751 -0.06 0.46 0.61
H -2.2768 -0.8111 -0.6667 0.42 0.47 0.73
H -1.9606 -0.4411 1.1253 -0.14 0.33 -0.87
H -2.1578 0.9190 -0.1259 0.32 -1.46 0.37
H -0.3016 -2.1012 -0.0109 -0.50 -1.49 0.06
H 2.3560 1.8443 -0.0327 -1.07 -1.38 -0.06
H 0.0149 1.8678 -0.3036 0.03 -0.17 -0.01
```
Forces are in eV/Å.

---

The following is a quantum chemistry calculation of a structure of composition C49H40F3N4O2OsP2Te, from OMol25.

The molar mass comes out at 1153.66 g mol⁻¹. Its net charge is +1. The calculation puts the gap between HOMO and LUMO at 6.441 eV. The value obtained for the LUMO energy is -3.37 eV.

Structure (XYZ):
```
102
Properties=species:S:1:pos:R:3:forces:R:3
Os 0.1659 0.2361 0.1870 0.65 -0.29 0.03
Te 0.9865 -1.3298 -4.7115 0.29 -0.02 -0.01
C 3.0512 -1.1535 -5.1263 0.04 0.00 -0.09
C 3.7352 0.0146 -4.8127 -0.03 0.00 0.04
C 5.0900 0.0869 -5.0944 0.00 -0.05 -0.01
N 5.7822 -0.8997 -5.6636 -0.02 0.00 0.02
C 5.1166 -2.0095 -5.9664 0.00 0.02 0.02
C 3.7604 -2.1898 -5.7153 0.00 0.02 -0.01
C 1.1209 -0.5887 -2.7973 -0.64 -0.01 0.15
P 1.2996 -1.3640 -1.2821 0.32 -0.01 0.02
C 3.0522 -1.2972 -0.7105 0.02 0.01 -0.11
C 3.7981 -0.2109 -1.1535 0.10 -0.08 0.06
C 5.0930 -0.0002 -0.6998 0.01 0.02 0.00
C 5.6662 -0.8861 0.2001 0.01 0.03 -0.02
C 4.9468 -1.9979 0.6174 -0.05 -0.03 0.00
C 3.6527 -2.2046 0.1611 0.04 -0.03 0.02
C 1.0447 -3.1554 -1.5538 0.09 -0.10 0.24
C 2.1547 -3.8277 -2.0783 -0.10 -0.04 0.02
C 2.0658 -5.1624 -2.4428 0.00 0.01 -0.01
C 0.8712 -5.8489 -2.2901 0.01 -0.02 -0.01
C -0.2445 -5.1836 -1.8072 -0.03 0.03 -0.02
C -0.1642 -3.8439 -1.4527 -0.06 0.09 -0.15
P 0.2979 0.7949 -2.2173 0.10 -0.12 -0.02
C -1.4283 0.9343 -2.7595 -0.02 -0.08 0.14
C -2.1238 -0.2419 -3.0201 -0.01 -0.05 -0.13
C -3.4700 -0.2035 -3.3543 0.00 0.02 0.00
C -4.1321 1.0143 -3.4169 0.03 0.00 0.01
C -3.4452 2.1928 -3.1504 -0.02 -0.02 -0.01
C -2.1011 2.1530 -2.8198 0.01 0.06 0.08
C 1.1369 2.2131 -3.0295 -0.21 0.16 -0.01
C 2.3722 2.7282 -2.6286 0.08 -0.08 -0.06
C 3.0782 3.6004 -3.4413 -0.02 -0.01 0.02
C 2.5727 3.9622 -4.6834 -0.01 -0.02 -0.01
C 1.3622 3.4383 -5.1061 0.03 0.01 -0.01
C 0.6474 2.5728 -4.2882 0.01 0.04 0.01
H 3.2272 0.8538 -4.3500 0.02 -0.03 -0.06
H 5.6474 0.9882 -4.8592 0.00 0.00 0.00
H 5.6932 -2.8050 -6.4266 0.00 0.01 0.00
H 3.2844 -3.1290 -5.9685 0.00 0.01 -0.01
H 3.3724 0.4470 -1.8940 -0.05 0.06 -0.06
H 5.6601 0.8465 -1.0675 0.00 -0.02 0.00
H 6.6783 -0.7311 0.5506 -0.01 0.00 0.00
H 5.4004 -2.7190 1.2857 -0.01 0.00 0.00
H 3.1293 -3.1000 0.4674 -0.03 -0.01 0.00
H 3.0908 -3.3067 -2.2218 0.04 0.00 0.02
H 2.9344 -5.6632 -2.8506 0.00 0.01 0.00
H 0.8051 -6.8937 -2.5645 0.00 0.01 0.00
H -1.1912 -5.7011 -1.7212 0.01 0.01 0.02
H -1.0687 -3.3430 -1.1414 0.02 0.01 0.03
H -1.6139 -1.1982 -2.9626 0.02 0.02 -0.01
H -3.9982 -1.1239 -3.5667 0.00 0.01 0.01
H -5.1829 1.0466 -3.6744 0.01 0.00 0.00
H -3.9592 3.1439 -3.1969 0.00 -0.01 0.00
H -1.5782 3.0774 -2.6039 0.00 -0.03 0.00
H 2.8141 2.4369 -1.6867 -0.03 -0.01 0.03
H 4.0309 3.9900 -3.1055 -0.01 0.00 0.00
H 3.1269 4.6381 -5.3213 -0.01 0.00 0.01
H 0.9652 3.6963 -6.0790 0.01 0.00 0.00
H -0.2858 2.1653 -4.6507 0.02 0.01 0.01
N 2.2460 0.9153 2.7474 0.00 0.00 -0.04
C 1.9058 -0.4093 2.6521 0.12 0.05 -0.09
C 2.3366 -1.2028 3.7321 0.03 0.03 0.03
C 2.0776 -2.5423 3.7580 0.00 -0.03 0.03
C 1.3869 -3.1040 2.6850 0.00 0.00 -0.01
C 0.9932 -2.2795 1.6737 -0.03 0.06 0.11
N 1.2226 -0.9365 1.6267 -0.25 -0.09 0.01
C 2.1078 2.0370 1.9481 0.12 -0.17 -0.03
C 2.5724 3.2339 2.5031 0.02 0.06 0.00
C 2.3943 4.4110 1.8186 -0.01 -0.05 0.01
C 1.7399 4.3679 0.5925 0.02 -0.01 0.01
C 1.3371 3.1459 0.1173 -0.16 0.01 0.06
N 1.5410 1.9667 0.7472 -0.15 0.29 -0.20
H 2.6698 1.1314 3.6345 0.04 -0.01 -0.02
H 2.8786 -0.7270 4.5387 0.01 -0.02 -0.01
H 2.4077 -3.1465 4.5925 0.00 0.00 -0.01
H 1.1519 -4.1572 2.6338 0.01 0.01 0.01
H 0.4505 -2.6909 0.8463 -0.01 -0.01 -0.08
H 3.0359 3.2216 3.4810 0.02 0.01 -0.02
H 2.7324 5.3471 2.2420 0.00 -0.01 0.00
H 1.5300 5.2590 0.0190 0.01 0.00 0.01
H 0.7861 3.0960 -0.8058 0.00 -0.02 0.04
C -1.5074 -1.1303 0.2593 -0.07 0.17 -0.10
C -2.4130 -0.9423 1.4466 -0.08 0.17 -0.11
C -2.1412 -1.4778 2.7036 0.05 -0.01 0.12
C -2.9882 -1.2516 3.7789 0.04 -0.06 0.01
C -4.1370 -0.4899 3.6222 -0.02 0.02 -0.04
C -4.4425 0.0216 2.3693 0.02 -0.02 0.00
C -3.5930 -0.2105 1.2953 0.03 0.06 0.04
H -2.1328 -0.9704 -0.6185 0.15 -0.06 -0.14
H -1.1916 -2.1673 0.2486 -0.04 0.02 0.00
H -1.2600 -2.0922 2.8549 -0.02 0.05 -0.02
H -2.7531 -1.6814 4.7448 0.00 0.01 -0.01
H -4.7960 -0.3128 4.4619 0.01 0.00 0.00
H -5.3477 0.5976 2.2240 0.00 0.00 0.00
H -3.8492 0.1784 0.3147 0.02 0.03 0.02
F -1.7088 4.2259 1.2253 0.03 0.03 0.03
C -2.2251 3.0880 1.7186 0.03 -0.02 0.06
F -2.1893 3.1453 3.0422 -0.04 -0.01 0.00
F -3.4823 2.9922 1.3071 -0.03 0.00 -0.01
C -1.3729 1.9232 1.1989 0.08 -0.24 -0.22
O -0.6105 1.2603 1.9378 -0.52 0.12 0.23
O -1.3619 1.6893 -0.0452 -0.06 0.10 0.19
```
Forces are in eV/Å.

---

The following is a quantum chemistry calculation of a cluster of 7 separate species, C4H18O8 in total, from OMol25.

The molar mass comes out at 194.18 g mol⁻¹. Its SMILES is O=CCCC=O.O.O.O.O.O.O. The calculation puts the gap between HOMO and LUMO at 10.181 eV. The value obtained for the LUMO energy is 0.50 eV.

Structure (XYZ):
```
30
Properties=species:S:1:pos:R:3:forces:R:3
O -0.1432 2.6732 -0.0020 0.20 -0.16 -0.34
C 0.2036 2.1219 -1.0293 0.22 0.24 0.44
C 1.0161 0.8512 -1.0739 -0.31 -0.06 -0.10
C 0.8944 0.0569 0.2184 0.28 0.01 -0.16
C 1.0534 -1.4343 0.0583 -0.33 0.06 0.50
O 1.1024 -2.1705 1.0195 0.04 0.10 -0.25
H -0.0463 2.6066 -1.9817 0.08 -0.09 -0.18
H 0.7084 0.2641 -1.9467 -0.06 0.07 0.13
H 2.0593 1.1038 -1.2594 0.12 0.24 -0.10
H -0.0944 0.2289 0.6464 0.01 -0.14 0.07
H 1.6242 0.3900 0.9607 -0.16 -0.01 0.04
H 1.0536 -1.8174 -0.9671 -0.02 -0.14 -0.09
O 3.1832 -1.8192 -2.0132 0.89 -0.30 -0.28
H 4.0997 -1.8622 -2.3468 -0.57 0.26 0.17
H 3.0149 -2.7434 -1.7929 -0.21 0.06 0.08
O -1.0639 -1.6685 -2.4791 0.06 0.05 0.32
H -1.1150 -1.5749 -3.4343 -0.07 0.15 0.10
H -1.4006 -0.8352 -2.0770 0.04 -0.30 -0.57
O 0.3361 1.9505 2.5952 0.15 -0.40 -0.54
H 0.0021 2.6126 3.1884 -0.22 0.51 0.32
H 0.1538 2.2597 1.6750 0.04 -0.06 0.39
O -1.9349 0.7191 -1.4002 -0.14 -0.27 0.47
H -2.1522 0.3736 -0.4905 -0.13 0.16 -0.35
H -2.7626 1.0632 -1.7472 -0.04 0.02 0.04
O -2.6831 -0.4030 1.0015 0.30 0.57 0.07
H -3.0026 -1.2978 0.9203 -0.11 -0.40 -0.03
H -2.0677 -0.4005 1.7843 -0.21 -0.17 -0.22
O -0.9102 -0.4982 2.9995 0.34 0.54 0.02
H -0.4245 0.3634 2.9251 -0.26 -0.35 0.12
H -0.2419 -1.1590 2.7841 0.09 -0.19 -0.08
```
Forces are in eV/Å.

---

The following is a quantum chemistry calculation of a structure of composition C50H35AlBrCl5O2P2Si in a non-equilibrium geometry, from OMol25.

The molar mass comes out at 1042.01 g mol⁻¹. The calculation puts the gap between HOMO and LUMO at 8.012 eV. The value obtained for the LUMO energy is 0.35 eV.

Structure (XYZ):
```
97
Properties=species:S:1:pos:R:3:forces:R:3
Al 0.9614 -0.6161 -1.5874 -0.24 -0.41 0.04
C 3.8533 0.1932 0.3267 -0.12 -0.04 -0.16
Si 1.9828 0.5793 0.3711 0.25 0.00 0.65
C 1.3621 -0.4425 1.8830 -0.08 -0.20 -0.26
C 1.9815 -0.2905 3.1287 0.11 -0.05 -0.04
C 1.6634 -1.1007 4.2047 0.01 -0.01 0.04
C 0.7059 -2.0998 4.0643 -0.05 0.00 -0.01
C 0.0512 -2.2526 2.8560 -0.01 0.11 -0.02
C 0.3581 -1.4177 1.7750 0.05 0.09 0.08
P -0.5385 -1.6084 0.1929 -0.01 -0.46 0.68
C -0.6516 -3.4307 0.1136 0.08 0.02 -0.05
C -1.8243 -4.1496 0.3187 0.01 0.05 -0.06
C -1.7905 -5.5379 0.3497 -0.02 -0.03 0.00
C -0.5918 -6.2126 0.1742 -0.05 0.00 0.03
C 0.5798 -5.4989 -0.0357 0.09 0.06 -0.02
C 0.5509 -4.1148 -0.0682 -0.08 0.01 0.00
C -2.2633 -1.1037 0.5166 0.00 0.08 -0.15
C -3.1420 -1.0485 -0.5669 0.03 -0.04 0.03
C -4.4667 -0.6832 -0.3808 0.00 0.00 -0.03
C -4.9286 -0.3758 0.8923 -0.01 0.01 -0.03
C -4.0610 -0.4306 1.9729 0.03 0.03 0.06
C -2.7323 -0.7875 1.7884 0.01 -0.07 -0.07
C 1.9343 2.3145 1.2105 -0.35 0.11 -0.29
C 3.1174 2.9758 1.5580 0.07 -0.08 -0.14
C 3.1100 4.1516 2.2918 0.01 0.01 0.04
C 1.9079 4.7055 2.7065 -0.02 0.04 0.05
C 0.7197 4.0777 2.3757 0.08 -0.06 -0.05
C 0.7244 2.8992 1.6277 0.14 0.00 0.00
P -0.8549 2.0895 1.1785 0.02 0.27 -0.01
C -1.6518 3.3842 0.1404 -0.08 -0.24 -0.02
C -0.9609 4.4628 -0.4062 -0.03 0.04 0.02
C -1.5918 5.3278 -1.2931 0.02 0.00 -0.03
C -2.9174 5.1305 -1.6445 -0.03 -0.01 0.00
C -3.6135 4.0505 -1.1168 -0.02 -0.06 -0.03
C -2.9804 3.1762 -0.2493 0.13 -0.09 0.01
C -1.7187 2.2267 2.8029 0.04 -0.03 -0.06
C -2.9077 2.9048 3.0482 0.07 0.00 0.03
C -3.4698 2.9030 4.3211 -0.01 0.01 -0.04
C -2.8515 2.2277 5.3607 -0.04 0.01 0.04
C -1.6656 1.5432 5.1245 0.01 -0.02 -0.03
C -1.1091 1.5384 3.8564 0.00 -0.04 -0.03
H 4.3390 0.3026 1.2991 -0.04 0.04 0.00
H 4.0087 -0.8347 -0.0094 0.00 0.04 0.04
H 4.3655 0.8488 -0.3872 0.00 -0.03 0.05
H 2.7371 0.4798 3.2521 0.00 -0.02 0.00
H 2.1665 -0.9662 5.1550 0.01 0.01 -0.02
H 0.4721 -2.7570 4.8924 -0.01 0.02 0.01
H -0.6991 -3.0264 2.7467 -0.01 -0.02 0.00
H -2.7626 -3.6279 0.4614 0.00 -0.03 0.02
H -2.7035 -6.0930 0.5249 0.00 0.01 -0.03
H -0.5715 -7.2942 0.2071 0.01 0.00 -0.01
H 1.5215 -6.0148 -0.1750 -0.03 -0.02 0.00
H 1.4682 -3.5577 -0.2253 0.02 -0.03 -0.03
H -2.7926 -1.3095 -1.5583 -0.01 0.01 -0.03
H -5.1354 -0.6368 -1.2315 0.01 -0.02 0.01
H -5.9642 -0.0962 1.0410 0.02 0.01 0.00
H -4.4131 -0.1833 2.9669 0.02 0.01 0.00
H -2.0605 -0.8074 2.6347 -0.01 0.01 0.03
H 4.0716 2.5609 1.2565 -0.02 0.01 0.00
H 4.0443 4.6323 2.5558 0.00 -0.01 -0.03
H 1.8986 5.6185 3.2891 -0.01 -0.01 -0.01
H -0.2220 4.5075 2.6965 -0.03 -0.02 0.01
H 0.0754 4.6332 -0.1464 0.00 -0.01 0.01
H -1.0385 6.1564 -1.7176 0.00 -0.01 0.02
H -3.4061 5.8015 -2.3393 0.02 0.02 0.01
H -4.6437 3.8738 -1.4014 0.01 0.01 0.01
H -3.5092 2.3008 0.1149 -0.04 0.00 0.01
H -3.3966 3.4574 2.2593 -0.02 0.02 -0.07
H -4.3934 3.4418 4.4954 0.02 0.00 0.01
H -3.2842 2.2421 6.3535 -0.01 -0.02 -0.02
H -1.1728 1.0140 5.9310 0.01 0.00 -0.01
H -0.1806 1.0029 3.6776 -0.08 0.03 0.04
Cl -0.7823 0.8942 -2.3570 -0.46 0.88 0.14
C -1.1039 -0.5198 -3.3123 -0.08 -0.56 -0.36
C -0.2657 -1.5826 -3.0080 -0.05 0.71 0.07
C -0.4880 -2.7256 -3.7611 0.06 0.06 0.01
Cl 0.5344 -4.1024 -3.5234 0.12 -0.09 0.07
C -1.4863 -2.7991 -4.7386 0.03 -0.03 0.08
Cl -1.7214 -4.2428 -5.6439 0.00 -0.01 -0.01
C -2.2995 -1.6932 -4.9941 0.08 -0.04 0.00
Cl -3.5039 -1.7535 -6.2169 -0.05 -0.02 0.02
C -2.1079 -0.5243 -4.2663 -0.05 0.21 0.07
Cl -3.0818 0.8713 -4.5301 0.01 -0.03 0.01
Br 7.7765 -1.6565 -6.3232 -0.05 0.00 0.03
C 6.2800 -1.4421 -5.1811 0.04 0.03 -0.03
C 5.9803 -0.1805 -4.6901 0.01 0.03 0.03
C 4.8727 -0.0235 -3.8745 0.00 -0.02 0.00
C 4.1007 -1.1278 -3.5322 -0.11 -0.01 -0.06
C 4.4220 -2.3893 -4.0161 0.05 -0.03 0.10
C 5.5105 -2.5475 -4.8591 0.02 -0.07 -0.01
C 2.8682 -0.9422 -2.7343 0.28 0.09 -0.32
O 2.5028 -1.7693 -1.8425 -0.07 -0.03 -0.01
O 2.1154 0.0630 -2.9485 0.41 -0.12 0.06
H 6.5969 0.6686 -4.9506 0.00 -0.03 0.00
H 4.6114 0.9533 -3.4884 -0.04 0.00 -0.06
H 3.8114 -3.2404 -3.7414 -0.02 0.03 -0.02
H 5.7588 -3.5172 -5.2686 -0.01 0.01 0.04
```
Forces are in eV/Å.